The following is a quantum chemistry calculation of C34H43As2N2NiSSb as an isolated structure, from the Open Molecules 2025 dataset.

Results
Spin multiplicity   3
LUMO energy (alpha / beta)   -4.65 / -6.79 eV
Expectation value of S²   2.013
Charge   +2
E_tot   -219016.437 eV
Energy above the lowest of the compared OMol25 structures with the same formula, charge and spin   56.9 kJ/mol

Last column: Mulliken charge in e.
Atoms and positions in Å:
Ni 0.322 -1.524 0.385  0.25
C 4.001 -2.546 -0.532  -1.27
As 2.776 -1.427 0.460  0.54
C 3.439 0.364 0.171  -0.99
C 3.300 -1.663 2.310  -0.10
C 4.650 -1.670 2.650  -0.73
C 5.031 -1.727 3.983  -0.82
C 4.067 -1.767 4.982  -0.74
C 2.721 -1.775 4.649  -0.60
C 2.335 -1.731 3.313  0.28
As 0.506 -1.968 2.771  0.92
C -0.577 -1.431 4.264  -1.31
C 0.379 -3.907 2.835  -1.19
H 4.961 -2.038 -0.598  0.43
H 3.618 -2.732 -1.533  0.42
H 4.116 -3.494 -0.010  0.42
H 4.480 0.390 0.490  0.66
H 2.858 1.063 0.770  0.20
H 3.366 0.632 -0.882  0.29
H 5.419 -1.617 1.887  0.40
H 6.080 -1.731 4.244  0.43
H 4.365 -1.798 6.021  0.43
H 1.981 -1.819 5.439  0.40
H -0.440 -2.151 5.069  0.52
H -1.620 -1.428 3.955  0.37
H -0.291 -0.436 4.597  0.45
H 0.774 -4.236 3.795  0.48
H 0.973 -4.345 2.034  0.36
H -0.658 -4.214 2.718  0.40
C -0.953 1.785 2.127  -0.81
C 0.015 2.698 1.419  0.03
C 0.430 3.866 2.048  -0.76
C 1.350 4.718 1.452  -0.91
C 1.876 4.410 0.207  -0.87
C 1.463 3.256 -0.444  -0.48
C 0.533 2.404 0.150  1.21
Sb -0.044 0.667 -0.880  1.29
C 0.934 0.782 -2.728  1.32
C 1.803 -0.267 -3.039  -0.82
C 2.464 -0.315 -4.254  -0.72
C 2.245 0.700 -5.176  -0.85
C 1.365 1.727 -4.883  -0.73
C 0.679 1.791 -3.668  0.59
C -0.320 2.904 -3.468  -1.22
C -2.038 1.067 -1.421  1.69
C -2.695 2.146 -0.827  -0.85
C -3.986 2.487 -1.208  -0.89
C -4.617 1.746 -2.199  -0.99
C -3.964 0.674 -2.788  -0.60
C -2.667 0.313 -2.418  0.98
C -1.988 -0.807 -3.166  -1.96
H -1.333 2.245 3.038  0.62
H -0.465 0.848 2.405  -0.37
H -1.819 1.533 1.506  -0.08
H 0.030 4.112 3.024  0.47
H 1.653 5.622 1.963  0.43
H 2.600 5.066 -0.257  0.50
H 1.884 3.018 -1.413  0.42
H 1.956 -1.075 -2.331  0.10
H 3.134 -1.132 -4.483  0.47
H 2.755 0.685 -6.130  0.43
H 1.194 2.505 -5.618  0.49
H -0.022 3.783 -4.038  0.59
H -0.427 3.208 -2.428  0.02
H -1.309 2.603 -3.822  0.28
H -2.183 2.765 -0.098  0.31
H -4.478 3.339 -0.759  0.45
H -5.614 2.015 -2.524  0.41
H -4.457 0.115 -3.576  0.51
H -2.709 -1.573 -3.453  0.55
H -1.209 -1.301 -2.585  0.10
H -1.523 -0.432 -4.080  0.39
S -1.489 -2.878 -0.069  -0.49
C -3.116 -2.318 -0.014  0.33
N -4.105 -2.998 -0.576  -0.20
C -5.416 -2.368 -0.352  -0.53
C -5.052 -1.154 0.534  -0.43
N -3.587 -1.249 0.604  0.16
H -3.951 -3.866 -1.061  0.22
H -6.090 -3.059 0.147  0.34
H -5.854 -2.067 -1.302  0.33
H -5.483 -1.225 1.531  0.38
H -5.346 -0.212 0.082  0.20
H -2.989 -0.582 1.061  0.05